# 1
Density functional theory data (ωB97M-V/def2-TZVPD) for a structure of composition C42H35F7 at a distorted geometry.

Computed properties:
* F_max: 12.53 eV Å⁻¹
* frontier orbital gap: 7.90 eV
* LUMO: 0.47 eV
* energy: -63112.19727 eV
* ΔE to the lowest compared entry with this formula, charge and spin: 3040.97 kJ/mol
* E_HOMO: -7.429 eV

CARTESIAN COORDINATES (ANGSTROEM)
F: -0.25007 -1.79840 -0.15656
C: 0.26199 -0.69759 0.49078
C: 1.33458 -0.06743 -0.06665
C: 1.86578 1.09597 0.52838
C: 1.38455 1.49163 1.75877
C: 0.30121 0.81710 2.31465
C: -0.23430 -0.29795 1.66341
H: 1.81963 -0.42974 -0.96100
H: 2.79345 1.51002 0.16182
H: 1.90173 2.26177 2.31176
H: 0.06215 1.11808 3.32394
H: -1.04285 -0.75272 2.21645
F: 0.22782 3.13209 0.02414
C: -1.02831 2.80776 0.44899
C: -1.98750 3.74295 0.91037
C: -3.29030 3.39939 1.21894
C: -3.53855 2.00022 1.13506
C: -2.67118 1.04166 0.75352
C: -1.43791 1.45567 0.36578
H: -1.78162 4.80094 0.97863
H: -3.98951 4.13967 1.57879
H: -4.53773 1.62344 1.29650
H: -2.99467 0.02127 0.61015
H: -0.71811 0.69804 0.09321
F: 1.44627 -1.09692 -2.68455
C: 0.59413 -0.08699 -2.52414
C: 0.85054 1.19849 -3.01778
C: -0.11248 2.17631 -2.87736
C: -1.24001 1.95039 -2.09041
C: -1.50935 0.70243 -1.58079
C: -0.57803 -0.34677 -1.86322
H: 1.86396 1.31905 -3.37111
H: 0.05072 3.14129 -3.33405
H: -2.02978 2.67914 -1.98277
H: -2.36865 0.59216 -0.93595
H: -0.73836 -1.26330 -1.31488
F: 4.31005 -0.83722 -4.52304
C: 4.28576 -0.08686 -3.36620
C: 3.04281 0.59393 -3.05601
C: 2.94048 1.18261 -1.81426
C: 4.04213 1.31634 -0.99211
C: 5.29765 0.81593 -1.39206
C: 5.36840 0.00435 -2.49448
H: 2.23562 0.68067 -3.76828
H: 1.95485 1.60364 -1.68138
H: 4.01683 1.86944 -0.06484
H: 6.19428 1.05290 -0.83864
H: 6.21573 -0.59950 -2.78395
F: 3.47206 -1.94973 1.12099
C: 3.21824 -2.01755 -0.20807
C: 4.29625 -2.02959 -1.11510
C: 4.07581 -2.33232 -2.47245
C: 2.81437 -2.58259 -2.90387
C: 1.73625 -2.56488 -1.98644
C: 1.93635 -2.20290 -0.64059
H: 5.28880 -1.70456 -0.84013
H: 4.81028 -2.14283 -3.24124
H: 2.64266 -2.66086 -3.96726
H: 0.70766 -2.63807 -2.30746
H: 1.15108 -2.44226 0.06117
F: -5.19744 0.89188 2.58016
C: -4.02835 0.68432 3.25442
C: -3.35392 1.78467 3.68427
C: -2.06744 1.57896 4.16799
C: -1.43347 0.31706 4.24009
C: -2.22572 -0.77523 3.95134
C: -3.48359 -0.60183 3.44411
H: -3.82806 2.75487 3.66664
H: -1.42766 2.35986 4.55174
H: -0.38327 0.21860 4.47199
H: -1.87518 -1.77613 4.15557
H: -4.11514 -1.29597 2.90960
F: -0.68532 -1.94282 2.31800
C: -1.71510 -2.20876 1.47423
C: -2.08982 -1.31655 0.48012
C: -2.97326 -1.65605 -0.56656
C: -3.64203 -2.87088 -0.64980
C: -3.29513 -3.75066 0.39020
C: -2.33514 -3.41291 1.38389
H: -1.55407 -0.40472 0.26116
H: -3.08051 -1.00581 -1.42217
H: -4.34522 -3.05857 -1.44774
H: -3.59191 -4.78813 0.43458
H: -2.00701 -4.13255 2.11931

# 2
Density functional theory data (ωB97M-V/def2-TZVPD) for a structure of composition C42H35IrN5O at a distorted geometry.

Computed properties:
* charge: +2
* spin multiplicity: 2
* F_max: 5.28 eV Å⁻¹
* frontier orbital gap (alpha / beta): 6.01 / 5.39 eV
* LUMO (alpha / beta): -7.27 / -7.89 eV
* energy: -56445.07663 eV
* E_HOMO (alpha / beta): -13.279 / -13.277 eV

CARTESIAN COORDINATES (ANGSTROEM)
Ir: 0.12820 -0.83770 0.02660
C: 2.09750 -3.30240 4.86920
C: 1.54710 -2.08270 5.25090
C: 0.68420 -1.41200 4.41780
C: 0.35430 -1.94750 3.14710
C: 0.93600 -3.17740 2.76970
C: 1.77440 -3.84610 3.62860
N: -0.45180 -1.28940 2.28800
C: -1.51450 -0.55570 2.67920
C: -2.28770 -0.87230 3.80670
C: -3.38260 -0.10100 4.14780
C: -3.73980 0.99860 3.37540
C: -3.03120 1.30580 2.22330
C: -1.93100 0.53380 1.84990
N: -1.19860 0.75320 0.72670
N: -1.40290 1.76890 -0.04250
C: -0.87390 1.82780 -1.25620
C: -1.01160 2.99550 -2.04250
C: -0.39770 3.05030 -3.26750
C: 0.34430 1.94970 -3.71340
C: 0.41670 0.83020 -2.90450
N: -0.16370 0.76020 -1.71940
H: 2.76410 -3.82680 5.53440
H: 1.79650 -1.66010 6.21170
H: 0.26670 -0.45900 4.70720
H: 0.64850 -3.61050 1.82350
H: 2.17560 -4.80510 3.34240
H: -2.01730 -1.74340 4.38390
H: -3.96710 -0.35980 5.01530
H: -4.57350 1.61680 3.66890
H: -3.31490 2.13800 1.59880
H: -1.59330 3.80750 -1.63940
H: -0.47560 3.93410 -3.88350
H: 0.83980 1.96050 -4.67020
H: 0.96650 -0.04830 -3.21880
C: -3.95020 -2.00150 -1.02780
C: -3.79170 -3.34090 -1.34370
C: -2.52980 -3.90260 -1.33540
C: -1.41440 -3.13560 -0.98800
C: -1.58100 -1.78310 -0.61450
C: -2.85080 -1.23280 -0.67550
C: -0.04230 -3.61550 -1.01860
C: 0.35410 -4.84360 -1.58530
C: 1.68450 -5.13990 -1.69670
C: 2.65200 -4.24270 -1.19420
C: 4.04120 -4.45270 -1.30380
C: 4.92880 -3.53380 -0.80720
C: 4.46310 -2.40260 -0.11940
C: 3.12050 -2.17770 0.02620
C: 2.18720 -3.05630 -0.55680
N: 0.86240 -2.76220 -0.52610
H: -4.92940 -1.55020 -1.04740
H: -4.64550 -3.93500 -1.62870
H: -2.41400 -4.94140 -1.60410
H: -3.03030 -0.19240 -0.46170
H: -0.39410 -5.52000 -1.96510
H: 2.00640 -6.05490 -2.17280
H: 4.39420 -5.34730 -1.79360
H: 5.99140 -3.67140 -0.93190
H: 5.16810 -1.70350 0.30170
H: 2.76000 -1.32970 0.59310
C: 0.71530 6.93190 -0.90580
C: 1.23480 5.58470 -0.57370
C: 0.84020 4.91890 0.58330
C: 1.25330 3.63230 0.86270
C: 0.89010 3.03110 2.17680
C: 2.09310 2.96040 -0.07230
C: 2.29390 1.54680 -0.07020
O: 1.64950 0.69500 0.55830
C: 2.64280 3.69640 -1.16350
C: 3.67250 3.14020 -2.09690
C: 2.17290 4.96860 -1.40540
H: -0.09880 7.22100 -0.24960
H: 0.37640 6.96790 -1.93950
H: 1.51370 7.66710 -0.81170
H: 0.20010 5.42980 1.28520
H: 0.08340 3.58750 2.64500
H: 1.75890 3.08810 2.83380
H: 0.61180 1.98640 2.09500
H: 3.05340 1.18380 -0.77940
H: 3.26730 2.35570 -2.73630
H: 4.52720 2.73690 -1.55590
H: 4.03680 3.93560 -2.74370
H: 2.53060 5.51190 -2.26710

# 3
Density functional theory data (ωB97M-V/def2-TZVPD) for a structure of composition C42H35N7O3S2V at a distorted geometry.

Computed properties:
* charge: +1
* spin multiplicity: 3
* F_max: 2.97 eV Å⁻¹
* frontier orbital gap (alpha / beta): 6.35 / 6.41 eV
* LUMO (alpha / beta): -3.45 / -3.56 eV
* energy: -108053.57328 eV
* ΔE to the lowest compared entry with this formula, charge and spin: 0.00 kJ/mol
* E_HOMO (alpha / beta): -9.802 / -9.969 eV

CARTESIAN COORDINATES (ANGSTROEM)
V: 0.77040 -1.11046 -0.71014
C: 2.28846 2.12415 -3.01556
C: 2.39554 2.49177 -1.56137
C: 2.77746 3.82495 -1.24614
C: 2.89754 4.19647 0.05216
C: 2.65325 3.24553 1.07257
C: 2.81426 3.56435 2.43810
C: 2.59820 2.60772 3.38732
C: 2.20148 1.31395 3.00460
C: 2.03527 0.96889 1.68212
S: 1.60322 -0.71265 1.34781
C: 2.27175 1.94260 0.67197
N: 2.14567 1.59651 -0.63975
H: 1.64285 2.83428 -3.53749
H: 1.89831 1.12117 -3.14832
H: 3.27677 2.18069 -3.47840
H: 2.96961 4.52267 -2.05210
H: 3.18984 5.20501 0.32525
H: 3.13041 4.56635 2.70791
H: 2.74538 2.83255 4.43784
H: 2.03273 0.55415 3.75906
N: -1.55749 -4.50772 -0.91511
C: -2.95857 -4.30484 -0.94472
C: -3.80198 -5.35257 -1.26430
C: -5.17451 -5.14412 -1.31934
C: -5.69491 -3.88429 -1.08154
C: -4.84272 -2.83309 -0.75630
C: -3.48204 -3.05623 -0.66567
S: -2.43889 -1.75487 -0.08077
N: -0.85694 -2.30792 -0.49285
C: -0.62987 -3.55489 -0.78502
C: 0.79731 -3.94963 -0.84790
C: 1.26444 -5.21306 -1.14577
C: 2.61889 -5.48054 -0.99232
C: 3.45097 -4.48649 -0.52592
C: 2.91900 -3.22551 -0.29527
N: 1.62695 -2.95683 -0.48715
H: -1.23975 -5.43365 -1.13085
H: -3.38816 -6.33680 -1.46272
H: -5.83228 -5.97383 -1.54691
H: -6.76194 -3.71028 -1.13720
H: -5.23828 -1.84356 -0.55007
H: 0.60139 -5.98278 -1.51937
H: 3.01248 -6.46260 -1.22256
H: 4.50492 -4.66672 -0.36412
H: 3.53086 -2.40143 0.03511
O: 3.86513 -1.24536 -2.19760
C: 2.81350 -1.39450 -2.76966
O: 1.64810 -1.03865 -2.22098
C: 2.71678 -1.99482 -4.13349
C: 1.49058 -2.40575 -4.65555
C: 1.43307 -3.00385 -5.90650
C: 2.60011 -3.18272 -6.63874
C: 3.82181 -2.76875 -6.12156
C: 3.88171 -2.17861 -4.86895
H: 0.59226 -2.25894 -4.07414
H: 0.48253 -3.32741 -6.31391
H: 2.55588 -3.64165 -7.62021
H: 4.72709 -2.91321 -6.69868
H: 4.82235 -1.85589 -4.43991
C: -0.53708 3.64302 7.69586
C: -1.32471 3.72220 6.41325
C: -0.69855 3.83414 5.18032
C: -1.42251 3.92837 3.99698
C: -2.81175 3.88509 4.02922
N: -3.62188 3.99447 2.86838
C: -3.45531 3.51034 1.59530
O: -4.19797 3.82747 0.68523
N: -2.41559 2.60622 1.43890
C: -2.00255 2.03733 0.24106
C: -2.48508 2.40399 -1.01528
C: -1.97447 1.76033 -2.12832
C: -1.00070 0.79844 -1.98550
N: -0.51853 0.44686 -0.78117
C: -1.02272 1.04987 0.30363
C: -3.45230 3.78916 5.26224
C: -2.71864 3.71337 6.43159
H: 0.51764 3.44984 7.50198
H: -0.92164 2.85226 8.34122
H: -0.61158 4.58050 8.25138
H: 0.38270 3.86972 5.13252
H: -0.89147 4.07896 3.06421
H: -4.49072 4.48917 2.97647
H: -1.96472 2.27904 2.27857
H: -3.24427 3.16511 -1.10063
H: -2.33900 2.01117 -3.11604
H: -0.58170 0.28946 -2.84327
H: -0.63757 0.72944 1.26246
H: -4.53670 3.77660 5.29961
H: -3.23874 3.64174 7.38098